Entry from the OMol25 dataset: a 3-piece molecular cluster, C28H42ClF16O10PS overall (ωB97M-V with the def2-TZVPD basis set).

Each line ends with the Mulliken charge.
Cartesian coordinates (Å):
1 H 8.488 -1.164 -4.523  0.346
2 C -2.569 2.070 0.704  1.730
3 C 1.987 1.702 -1.051  -1.080
4 H -0.621 -1.324 2.522  0.634
5 H -5.254 0.734 1.549  0.231
6 C 2.768 0.446 -0.634  -0.046
7 F 4.531 -0.168 -4.420  -0.174
8 H 2.359 2.589 -0.528  0.318
9 F 8.817 1.325 -3.290  -0.334
10 F 7.070 0.818 -1.339  -0.277
11 C 8.020 -0.223 -4.816  -0.762
12 H -0.949 1.239 3.556  0.771
13 C -6.661 -2.534 1.527  0.792
14 H 2.853 -0.221 -1.497  0.546
15 P -3.969 1.410 -0.435  -0.133
16 H 1.092 0.399 2.876  1.347
17 H -2.038 3.888 -0.209  0.323
18 O -5.926 -4.324 0.112  -0.318
19 H -0.001 1.591 -1.886  0.788
20 H -1.908 2.532 -1.296  0.643
21 H -0.955 -3.413 1.549  0.297
22 C -7.022 -6.400 0.984  0.899
23 H 5.657 2.872 1.564  0.222
24 C 4.173 0.749 -0.109  -0.956
25 F -6.369 -6.086 2.119  -0.262
26 H -1.874 -0.273 -0.052  0.643
27 H 2.608 1.621 3.987  0.345
28 H 8.139 -0.748 -1.968  0.319
29 F -8.818 -7.171 2.275  -0.267
30 H 0.272 -0.770 1.095  -0.579
31 H 0.348 -2.920 0.478  0.439
32 O -3.104 3.083 1.653  -0.375
33 C -0.656 -2.660 0.822  -1.544
34 H -1.314 -2.725 -0.047  0.342
35 C 4.167 1.326 1.328  0.799
36 C 0.728 1.187 2.208  -1.111
37 F -7.451 -1.440 1.493  -0.255
38 C 6.097 -1.445 -5.659  0.791
39 C -0.646 -1.243 1.432  0.938
40 F 6.139 -2.133 -6.825  -0.307
41 Cl -3.318 -1.381 1.363  -0.095
42 O 2.072 3.551 4.211  -0.499
43 O -2.705 3.006 4.073  -0.638
44 C -8.534 -6.368 1.227  0.060
45 C -6.684 -3.192 0.141  0.760
46 O -4.408 2.852 -1.112  -0.559
47 C 7.319 -0.103 -2.294  0.139
48 H 0.184 0.652 -0.435  -0.155
49 F 3.833 -2.000 -5.399  -0.262
50 H 4.763 -0.168 -0.123  0.251
51 F -7.143 -3.383 2.455  -0.230
52 H 8.768 0.357 -5.354  0.405
53 C 4.569 2.795 1.432  -0.800
54 C -5.452 1.170 0.577  -0.854
55 H 3.648 5.276 3.276  0.264
56 O -3.051 0.975 2.678  -0.478
57 H 0.214 2.955 0.829  -0.150
58 H -9.071 -6.729 0.346  0.295
59 C 3.443 4.700 2.372  -0.704
60 C 4.655 -0.935 -5.522  0.168
61 H 0.912 0.853 1.195  -1.589
62 H -0.785 2.615 2.519  0.746
63 F 6.407 -2.304 -4.673  -0.283
64 F -6.748 -7.708 0.686  -0.331
65 C -0.152 2.822 -0.182  -0.441
66 F -8.940 -5.117 1.523  -0.212
67 C -1.678 2.860 -0.278  -1.945
68 O 1.535 2.359 2.394  0.300
69 H -5.627 -6.168 -0.554  0.389
70 H -7.201 -5.533 -1.004  0.317
71 H 3.929 5.204 1.531  0.393
72 H 2.208 1.870 -2.110  0.477
73 O 3.927 3.384 2.549  -0.385
74 H 3.161 1.233 1.751  -1.076
75 C -6.474 -5.586 -0.193  -0.742
76 C 7.679 0.629 -3.590  0.885
77 H -6.074 0.470 0.012  0.310
78 H 2.218 -0.103 0.141  -0.036
79 H -5.639 -2.251 1.783  -0.186
80 F 6.205 -0.846 -2.465  -0.221
81 C 0.459 1.608 -0.892  0.026
82 H 2.360 4.691 2.210  0.141
83 F -6.120 -2.297 -0.708  -0.243
84 H -4.128 2.875 -2.031  0.348
85 H 4.326 3.323 0.503  0.477
86 H 4.638 1.468 -0.790  0.366
87 C -0.738 1.526 2.527  -2.826
88 S -3.520 2.452 3.043  1.398
89 H 0.217 3.690 -0.741  0.770
90 H 4.380 -0.357 -6.405  0.247
91 O 6.984 -0.414 -5.754  -0.398
92 C 2.097 2.523 3.615  0.095
93 H 4.836 0.724 1.947  0.523
94 H -6.006 2.102 0.696  0.409
95 C -1.848 -0.397 1.032  -1.323
96 F -7.943 -3.404 -0.280  -0.309
97 C -1.948 1.019 1.681  2.178
98 O -4.933 2.444 3.209  -0.630
99 F 6.713 1.519 -3.890  -0.256

Calculated values
E_HOMO: -8.9 eV
LUMO: 0.37 eV
Multiplicity: 1
Molecular weight: 941.1 g/mol
SMILES: CC[C@@H](Cl)[C@]1(CCOC=O)OS(=O)(=O)O[C@]1(CCCCCCCCOC)P(C)O.FC(F)C(F)(F)COC(F)(F)C(F)F.FC(F)C(F)(F)COC(F)(F)C(F)F
Energy: -4642.0390 Ha